# C3H8N2O

C3H8N2O as an isolated structure (the ωB97M-V functional and the def2-TZVPD basis, OMol25).

The geometry in XYZ format:
```
14
Properties=species:S:1:pos:R:3:nbo_charge:R:1
C -1.39626 0.12014 -0.76923 -0.440
N -1.19614 0.26249 0.70374 -0.591
C 0.03605 -0.52313 1.05947 -0.281
C 1.11247 0.23378 0.36048 0.317
N 1.48330 -0.55910 -0.85847 -0.547
O 1.07627 1.49181 0.70357 -0.594
H -2.48333 0.15359 -1.08765 0.214
H -0.78406 0.74891 -1.38932 0.174
H -0.95790 -0.94220 -1.05489 0.193
H -0.92196 1.29204 0.87788 0.388
H 0.18166 -0.52392 2.10909 0.215
H -0.03358 -1.62058 0.67389 0.208
H 2.13284 -0.25273 0.26374 0.385
H 1.75063 0.11890 -1.59232 0.360
```

Results
* total charge: 0
* E_tot: -303.67448 a.u.
* LUMO: -1.1 eV
* relative energy (zero: lowest compared OMol25 entry of this formula, charge and spin): 136.6 kcal/mol
* gap between HOMO and LUMO: 8.1136 eV